[1]
# C4H12OSi2

2 unconnected molecules or ions with the total composition C4H12OSi2 at a distorted geometry (the ωB97M-V functional and the def2-TZVPD basis, the Open Molecules 2025 dataset).

CARTESIAN COORDINATES (ANGSTROEM)
C  -2.59  2.04  -0.97
C  -1.72  1.39  -1.69
C  1.53  0.99  1.31
C  2.14  -0.72  -1.36
O  0.15  -1.42  0.53
Si  -1.02  -2.14  1.41
Si  0.88  -0.11  -0.09
H  -3.48  2.51  -1.38
H  -2.48  2.15  0.10
H  -1.71  1.20  -2.74
H  1.94  1.92  0.93
H  0.75  1.23  2.03
H  2.33  0.48  1.85
H  2.74  -1.53  -0.94
H  1.65  -1.10  -2.25
H  2.81  0.08  -1.66
H  -0.68  -3.56  1.33
H  -0.93  -1.62  2.78
H  -2.30  -1.81  0.80

Results
Energy above the lowest of the compared OMol25 structures with the same formula, charge and spin   3.7346 eV
E_LUMO (spin up / spin down)   0.169 / 0.212 eV
Charge   0

***

[2]
# C3H2N4O4

C3H2N4O4 in the gas phase at a distorted geometry (the ωB97M-V functional and the def2-TZVPD basis, the Open Molecules 2025 dataset).

CARTESIAN COORDINATES (ANGSTROEM)
O  -0.46  -2.06  1.72
N  -1.14  -1.30  1.04
O  -2.31  -1.49  0.73
C  -0.45  -0.22  0.41
N  0.55  0.38  1.07
O  1.04  0.13  2.17
O  1.02  1.44  0.30
C  1.58  0.92  -0.84
N  0.94  0.59  -1.88
N  -0.35  0.49  -1.97
C  -0.98  0.13  -0.89
H  2.61  1.00  -0.65
H  -2.05  -0.01  -1.21

Results
Energy above the lowest of the compared OMol25 structures with the same formula, charge and spin   5.5734 eV
E_LUMO (spin up / spin down)   -1.812 / -1.814 eV
Charge   0

***

[3]
# C29H29BiCl3N4O9

A molecular structure, C29H29BiCl3N4O9 at a distorted geometry (the ωB97M-V functional and the def2-TZVPD basis, the Open Molecules 2025 dataset).

CARTESIAN COORDINATES (ANGSTROEM)
Bi  0.19  0.17  -0.49
C  3.02  -1.30  -1.43
O  5.20  -0.86  0.62
C  4.85  0.36  0.60
C  5.52  1.34  1.36
C  5.14  2.67  1.38
C  4.09  3.11  0.62
C  3.37  2.20  -0.17
C  2.29  2.77  -0.99
N  1.27  2.14  -1.43
N  0.54  2.81  -2.39
C  -0.33  2.01  -2.96
O  -0.51  0.77  -2.69
C  -1.15  2.61  -4.06
C  -1.22  3.99  -4.24
C  -1.99  4.52  -5.27
C  -2.69  3.68  -6.12
C  -2.63  2.31  -5.94
C  -1.86  1.77  -4.91
C  3.77  0.86  -0.20
O  2.98  0.04  -1.05
H  5.51  -3.80  -1.05
H  2.78  -1.32  -2.50
H  4.55  -2.98  -2.42
H  6.35  0.99  1.96
H  5.69  3.37  2.00
H  3.80  4.15  0.62
H  2.42  3.80  -1.31
H  -0.66  4.63  -3.57
H  -2.04  5.59  -5.40
H  -3.29  4.10  -6.92
H  -3.18  1.65  -6.60
H  -1.82  0.71  -4.74
Cl  4.32  -4.43  1.11
C  3.57  -3.43  -0.04
Cl  4.68  -2.61  -1.12
Cl  1.25  0.37  1.87
C  2.22  -3.05  -0.05
O  1.33  -3.58  0.59
O  1.92  -2.05  -0.92
O  -0.44  3.00  1.87
C  -1.14  2.21  2.73
C  -0.84  2.22  4.10
C  -1.57  1.45  4.98
C  -2.62  0.66  4.52
C  -2.91  0.65  3.17
C  -2.17  1.40  2.25
C  -2.49  1.20  0.80
O  -3.61  0.86  0.47
O  -1.52  1.40  -0.05
H  0.46  3.10  2.20
H  -0.02  2.84  4.45
H  -1.31  1.46  6.03
H  -3.19  0.06  5.21
H  -3.71  0.04  2.77
C  -0.51  -2.57  3.05
N  -1.41  -3.19  2.08
C  -1.39  -4.65  2.08
C  -1.74  -2.48  0.98
O  -1.24  -1.37  0.77
N  -2.68  -3.01  0.12
C  -2.87  -2.25  -1.12
C  -3.91  -3.55  0.65
H  -0.70  -3.01  4.02
H  -0.70  -1.50  3.09
H  0.53  -2.72  2.76
H  -0.36  -4.98  2.20
H  -1.75  -5.02  1.13
H  -2.00  -5.05  2.89
H  -1.91  -2.08  -1.60
H  -3.35  -1.28  -0.93
H  -3.48  -2.85  -1.79
H  -3.77  -3.89  1.68
H  -4.25  -4.40  0.05
H  -4.70  -2.79  0.65

Results
Energy above the lowest of the compared OMol25 structures with the same formula, charge and spin   9.6813 eV
E_LUMO   1.510 eV
Charge   -1

***

[4]
# H4O2

2 unconnected molecules or ions with the total composition H4O2 at a distorted geometry (the ωB97M-V functional and the def2-TZVPD basis, the Open Molecules 2025 dataset).

CARTESIAN COORDINATES (ANGSTROEM)
O  1.03  -0.43  -0.10
H  0.81  -0.97  -0.95
H  1.99  -0.39  -0.08
O  -1.30  0.97  0.51
H  -0.51  0.34  0.47
H  -2.03  0.48  0.15

Results
Energy above the lowest of the compared OMol25 structures with the same formula, charge and spin   0.2182 eV
E_LUMO   0.528 eV
Charge   0

***

[5]
# C26H46BrN2O15S4

5 unconnected molecules or ions with the total composition C26H46BrN2O15S4 at a distorted geometry (the ωB97M-V functional and the def2-TZVPD basis, the Open Molecules 2025 dataset).

CARTESIAN COORDINATES (ANGSTROEM)
C  -4.27  0.70  1.68
C  -4.79  1.97  1.03
O  -3.82  3.00  0.90
C  -3.00  2.88  -0.20
N  -2.08  1.98  -0.19
C  -1.26  1.90  -1.28
C  -0.25  0.93  -1.32
C  0.53  0.83  -2.43
C  0.33  1.68  -3.53
C  -0.61  2.66  -3.53
C  -0.73  3.59  -4.75
O  -1.05  3.01  -5.80
O  -0.57  4.80  -4.50
C  -1.44  2.78  -2.39
N  -2.42  3.71  -2.34
C  -3.19  3.78  -1.29
C  -4.24  4.85  -1.33
Br  -3.61  6.39  -0.29
C  -5.66  4.51  -0.92
C  -6.65  5.65  -1.18
H  -3.79  0.91  2.64
H  -3.53  0.21  1.04
H  -5.10  0.01  1.82
H  -5.23  1.73  0.06
H  -5.59  2.39  1.65
H  -0.12  0.28  -0.46
H  1.31  0.08  -2.45
H  0.95  1.56  -4.41
H  -4.25  5.20  -2.36
H  -5.68  4.27  0.15
H  -5.95  3.63  -1.50
H  -6.66  6.34  -0.34
H  -6.37  6.23  -2.06
H  -7.66  5.26  -1.30
O  -4.58  9.21  1.05
S  -4.03  9.67  2.28
O  -4.80  9.60  3.48
O  -3.52  11.17  2.08
C  -4.46  12.10  1.50
C  -5.53  12.56  2.47
C  -2.46  8.93  2.54
H  -4.89  11.66  0.60
H  -3.83  12.94  1.19
H  -6.18  11.74  2.74
H  -6.12  13.34  2.00
H  -5.07  12.95  3.38
H  -1.87  9.01  1.63
H  -2.65  7.88  2.77
H  -1.97  9.42  3.38
O  1.77  -2.43  -2.19
S  2.28  -3.76  -2.21
O  2.28  -4.50  -3.44
O  1.53  -4.61  -1.09
C  0.08  -4.54  -1.07
C  -0.57  -5.34  -2.18
C  3.89  -3.81  -1.51
H  -0.22  -3.49  -1.09
H  -0.19  -4.94  -0.09
H  -0.35  -4.91  -3.16
H  -1.65  -5.34  -2.04
H  -0.21  -6.37  -2.18
H  3.88  -3.27  -0.56
H  4.55  -3.33  -2.22
H  4.18  -4.85  -1.37
O  2.56  -7.30  2.64
S  1.44  -7.76  1.86
O  0.14  -7.22  2.12
O  1.39  -9.35  1.95
C  1.41  -9.94  3.27
C  0.09  -9.81  4.00
C  1.79  -7.62  0.15
H  2.23  -9.50  3.84
H  1.65  -10.98  3.09
H  -0.14  -8.77  4.23
H  0.14  -10.37  4.94
H  -0.72  -10.21  3.39
H  2.76  -8.05  -0.05
H  1.77  -6.56  -0.09
H  1.01  -8.15  -0.40
O  8.34  -3.43  1.79
S  8.23  -3.32  0.37
O  6.96  -3.53  -0.26
O  9.31  -4.28  -0.30
C  9.33  -5.66  0.13
C  8.19  -6.48  -0.43
C  8.90  -1.80  -0.19
H  9.35  -5.68  1.23
H  10.29  -6.03  -0.22
H  7.23  -6.15  -0.04
H  8.33  -7.53  -0.16
H  8.16  -6.40  -1.51
H  9.87  -1.65  0.27
H  8.21  -1.02  0.13
H  8.97  -1.82  -1.27

Results
E_LUMO   1.538 eV
Charge   -1

***

[6]
# C26H29NO

C26H29NO in the gas phase (the ωB97M-V functional and the def2-TZVPD basis, the Open Molecules 2025 dataset).

CARTESIAN COORDINATES (ANGSTROEM)
C  -1.47  4.80  -0.88
C  -0.22  4.18  -0.25
C  -0.37  2.73  0.13
C  0.50  1.78  -0.24
C  1.71  2.04  -1.04
C  2.69  2.93  -0.61
C  3.84  3.13  -1.36
C  4.02  2.45  -2.55
C  3.06  1.56  -2.98
C  1.91  1.35  -2.23
C  0.33  0.36  0.13
C  1.41  -0.35  0.63
C  1.29  -1.68  0.99
C  0.07  -2.34  0.85
O  0.05  -3.63  1.28
C  -1.04  -4.46  0.98
C  -1.13  -4.84  -0.50
N  0.13  -5.34  -1.02
C  0.12  -5.39  -2.47
C  0.50  -6.63  -0.46
C  -1.02  -1.64  0.33
C  -0.88  -0.31  -0.02
C  -1.49  2.41  1.05
C  -2.81  2.36  0.64
C  -3.82  2.06  1.54
C  -3.52  1.82  2.87
C  -2.20  1.85  3.29
C  -1.19  2.15  2.39
H  -2.30  4.80  -0.18
H  -1.76  4.24  -1.77
H  -1.26  5.82  -1.17
H  0.02  4.75  0.66
H  0.61  4.29  -0.94
H  2.56  3.44  0.33
H  4.59  3.82  -1.01
H  4.91  2.61  -3.13
H  3.20  1.02  -3.91
H  1.16  0.64  -2.57
H  2.37  0.14  0.75
H  2.12  -2.23  1.39
H  -1.99  -3.99  1.29
H  -0.89  -5.35  1.60
H  -1.38  -3.95  -1.08
H  -1.95  -5.57  -0.62
H  1.10  -5.71  -2.82
H  -0.08  -4.39  -2.86
H  -0.64  -6.08  -2.87
H  1.43  -6.95  -0.92
H  0.66  -6.52  0.61
H  -0.27  -7.40  -0.64
H  -1.98  -2.12  0.20
H  -1.73  0.20  -0.44
H  -3.06  2.53  -0.40
H  -4.85  2.03  1.20
H  -4.31  1.59  3.57
H  -1.96  1.65  4.32
H  -0.16  2.17  2.71

Results
E_LUMO   0.792 eV
Charge   0

***

[7]
# C2LiO2Rb

A molecular structure, C2LiO2Rb at a distorted geometry (the ωB97M-V functional and the def2-TZVPD basis, the Open Molecules 2025 dataset).

CARTESIAN COORDINATES (ANGSTROEM)
O  0.20  -0.79  0.42
C  -0.81  -0.25  0.17
C  -1.24  0.97  0.03
O  -1.89  1.96  -0.07
Li  2.03  1.25  0.78
Rb  1.71  -3.15  -1.33

Results
Energy above the lowest of the compared OMol25 structures with the same formula, charge and spin   1.7511 eV
Spin multiplicity   2
E_LUMO (spin up / spin down)   -4.856 / -4.702 eV
Charge   +1